Entry 1:
ORCA calculation (ωB97M-V with the def2-TZVPD basis set) on C33H86O30S9V as an isolated structure at a distorted geometry.

CARTESIAN COORDINATES (ANGSTROEM)
O -1.069 -0.076 0.362
V 0.012 -0.356 -0.786
C -2.195 -4.335 -0.594
C -1.143 -3.652 -1.502
C -1.657 -3.387 -2.910
O -0.603 -2.423 -1.087
H -2.258 -5.368 -0.936
H -3.165 -3.850 -0.705
H -1.803 -4.314 0.423
H -0.325 -4.372 -1.517
H -2.469 -2.684 -3.092
H -2.196 -4.271 -3.252
H -0.940 -3.241 -3.718
C 3.488 -0.287 2.204
C 2.382 -1.090 1.518
C 1.415 -1.583 2.562
O 1.806 -0.460 0.415
H 3.211 0.752 2.381
H 4.399 -0.300 1.605
H 3.803 -0.619 3.193
H 2.935 -1.939 1.116
H 0.538 -1.996 2.064
H 1.195 -0.837 3.326
H 1.821 -2.410 3.145
O 0.591 5.042 3.081
S 1.251 3.721 3.190
O 2.583 3.545 2.576
O 1.111 3.061 4.735
C 0.185 3.635 5.602
C -0.156 2.538 6.600
C 0.180 2.385 2.340
H -0.722 4.005 5.126
H 0.691 4.527 5.971
H -0.599 2.967 7.499
H 0.749 2.066 6.982
H -0.883 1.815 6.231
H 0.241 1.432 2.864
H 0.837 2.145 1.504
H -0.859 2.701 2.250
O 0.509 1.776 -0.936
S 1.343 2.793 -1.519
O 1.357 2.985 -2.956
O 0.890 4.231 -0.806
C 1.528 5.424 -1.130
C 2.609 5.977 -0.168
C 3.061 2.587 -0.805
H 0.806 6.211 -1.348
H 2.022 5.282 -2.091
H 3.480 5.338 -0.025
H 2.167 6.312 0.770
H 2.993 6.838 -0.714
H 3.392 1.550 -0.846
H 3.127 3.045 0.182
H 3.779 3.083 -1.458
O -4.455 4.046 0.177
S -3.210 4.207 -0.528
O -2.428 3.082 -1.092
O -3.487 5.411 -1.684
C -4.336 6.524 -1.369
C -3.598 7.867 -1.849
C -2.041 5.270 0.460
H -4.576 6.567 -0.307
H -5.293 6.360 -1.864
H -3.031 7.587 -2.737
H -2.959 8.222 -1.041
H -4.167 8.687 -2.288
H -1.533 4.565 1.118
H -2.635 5.925 1.097
H -1.302 5.688 -0.224
O -3.720 0.392 -3.586
S -2.291 0.766 -3.456
O -1.620 0.489 -2.159
O -1.448 0.011 -4.656
C -2.015 0.035 -5.951
C -1.957 -1.330 -6.609
C -2.029 2.483 -3.967
H -1.470 0.672 -6.647
H -3.033 0.420 -5.890
H -2.295 -2.073 -5.886
H -0.962 -1.666 -6.901
H -2.543 -1.264 -7.525
H -2.393 2.503 -4.994
H -0.940 2.522 -3.963
H -2.585 3.072 -3.238
O -3.675 -1.223 4.089
S -2.228 -1.219 4.192
O -1.385 -0.263 3.517
O -1.791 -1.171 5.832
C -2.477 -2.051 6.750
C -3.714 -1.250 7.445
C -1.680 -2.887 3.698
H -1.869 -2.558 7.500
H -3.049 -2.800 6.203
H -3.257 -0.368 7.894
H -4.141 -1.857 8.244
H -4.390 -0.851 6.690
H -1.774 -3.122 2.638
H -2.310 -3.614 4.210
H -0.680 -3.145 4.049
O 2.178 -4.945 3.615
S 2.135 -5.879 2.542
O 3.373 -6.607 2.109
O 0.898 -6.942 2.910
C 1.055 -8.279 2.444
C 1.248 -8.546 0.957
C 1.210 -5.111 1.094
H 0.284 -8.849 2.961
H 1.960 -8.732 2.848
H 2.109 -8.063 0.495
H 0.328 -8.284 0.435
H 1.365 -9.604 0.722
H 0.306 -4.728 1.568
H 1.090 -5.880 0.331
H 1.787 -4.290 0.670
O 3.225 -0.561 -3.527
S 1.805 -0.646 -3.801
O 0.841 -0.446 -2.721
O 1.503 0.476 -4.977
C 2.480 0.745 -5.909
C 1.806 0.946 -7.306
C 1.540 -2.190 -4.863
H 3.189 -0.083 -5.877
H 3.053 1.661 -5.765
H 1.326 1.897 -7.536
H 1.057 0.178 -7.499
H 2.584 0.763 -8.047
H 0.469 -2.096 -5.042
H 1.718 -3.087 -4.270
H 1.997 -2.256 -5.850
O -7.940 1.383 0.049
S -7.798 -0.065 0.156
O -8.770 -0.987 -0.404
O -6.326 -0.463 -0.607
C -5.074 0.082 -0.225
C -4.408 -1.168 0.273
C -7.506 -0.559 1.930
H -5.123 0.801 0.592
H -4.518 0.557 -1.033
H -5.028 -1.972 0.669
H -3.757 -0.872 1.096
H -3.841 -1.674 -0.508
H -7.269 -1.612 2.086
H -8.443 -0.485 2.482
H -6.875 0.151 2.465
O 5.748 1.622 -0.081
S 6.581 0.596 -0.731
O 7.190 0.935 -1.988
O 7.790 0.140 0.328
C 9.075 -0.265 -0.267
C 9.611 -1.325 0.725
C 5.693 -1.037 -0.798
H 9.689 0.618 -0.446
H 8.928 -0.731 -1.242
H 9.995 -0.808 1.605
H 10.386 -1.924 0.248
H 8.799 -2.026 0.916
H 4.641 -1.017 -1.085
H 5.679 -1.371 0.239
H 6.284 -1.667 -1.462

Calculated values
**F_max**: 0.1135 hartree/bohr
**Multiplicity**: 2
**Energy relative to the best compared isomer or geometry (same formula, charge and spin)**: 516.7 kJ/mol
**Net charge**: 0
**DFT total energy**: -220235.369 eV

Results of the Löwdin charge analysis, in e, for atoms 1 through 99: -0.28, 0.98, -0.04, -0.56, -0.07, -0.33, 0.07, 0.06, 0.05, 0.10, 0.08, 0.07, 0.05, -0.04, -0.57, -0.07, -0.30, 0.07, 0.04, 0.08, 0.11, 0.06, 0.07, 0.06, -0.33, 0.74, -0.32, -0.28, -0.31, -0.05, -0.05, 0.11, 0.12, 0.08, 0.08, 0.07, 0.04, 0.03, 0.07, -0.35, 0.72, -0.27, -0.25, -0.29, -0.04, -0.06, 0.12, 0.11, 0.07, 0.07, 0.08, 0.05, 0.05, 0.07, -0.28, 0.72, -0.30, -0.31, -0.25, -0.04, -0.07, 0.10, 0.11, 0.06, 0.06, 0.07, 0.04, 0.07, 0.06, -0.28, 0.74, -0.35, -0.28, -0.30, -0.05, -0.06, 0.11, 0.11, 0.08, 0.06, 0.09, 0.07, 0.06, 0.05, -0.30, 0.67, -0.29, -0.27, -0.24, -0.05, -0.11, 0.12, 0.09, 0.06, 0.07, 0.06, 0.06, 0.06, 0.07

---

Entry 2:
ORCA calculation (ωB97M-V with the def2-TZVPD basis set) on a 9-piece molecular cluster, C33H87B3F12N5O11 overall at a distorted geometry.

CARTESIAN COORDINATES (ANGSTROEM)
C 1.364 -0.003 0.808
C 0.415 -0.606 -0.213
C -1.017 -0.571 0.300
O 0.579 -0.036 -1.493
H 2.403 -0.122 0.498
H 1.294 -0.501 1.780
H 1.168 1.055 1.000
H 0.739 -1.673 -0.296
H -0.942 -0.938 1.329
H -1.719 -1.177 -0.272
H -1.349 0.457 0.420
C -0.687 5.476 5.103
O 0.555 4.829 5.235
C 1.281 4.748 4.022
C 0.599 3.846 3.000
N 0.177 2.607 3.677
H 0.955 1.939 3.841
H -0.145 2.829 4.630
C -0.965 1.954 2.981
C -1.316 0.689 3.756
O -1.804 1.201 4.973
C -1.804 0.249 6.017
H -1.108 5.699 6.081
H -1.430 4.912 4.524
H -0.578 6.459 4.619
H 2.230 4.271 4.281
H 1.542 5.740 3.646
H 1.342 3.584 2.248
H -0.263 4.335 2.550
H -0.640 1.821 1.953
H -1.835 2.613 2.991
H -0.374 0.127 3.822
H -2.066 0.117 3.200
H -0.773 -0.018 6.275
H -2.417 -0.634 5.801
H -2.193 0.740 6.909
C 4.756 -1.481 -0.920
O 3.938 -0.418 -1.357
C 4.592 0.830 -1.537
C 3.810 1.598 -2.553
N 2.391 1.753 -2.113
H 1.975 0.854 -1.744
H 2.354 2.324 -1.254
C 1.468 2.356 -3.097
C 1.982 3.689 -3.638
O 2.974 3.523 -4.615
C 2.536 3.303 -5.927
H 5.639 -1.149 -0.373
H 5.140 -2.054 -1.783
H 4.168 -2.188 -0.335
H 5.631 0.663 -1.833
H 4.592 1.341 -0.568
H 3.726 0.996 -3.466
H 4.261 2.544 -2.828
H 0.550 2.565 -2.542
H 1.281 1.658 -3.912
H 2.323 4.332 -2.824
H 1.106 4.175 -4.092
H 3.360 3.510 -6.603
H 1.693 3.960 -6.178
H 2.172 2.277 -6.098
C -3.537 -3.668 0.933
O -2.995 -4.098 2.174
C -2.515 -3.068 2.981
C -1.932 -3.619 4.262
N -2.960 -4.290 5.139
H -2.514 -4.703 5.969
H -3.619 -3.599 5.506
C -3.753 -5.436 4.571
C -4.457 -6.095 5.747
O -3.606 -6.189 6.857
C -3.067 -7.498 7.093
H -4.527 -3.226 1.039
H -3.581 -4.561 0.310
H -2.829 -3.010 0.420
H -3.329 -2.375 3.248
H -1.720 -2.484 2.508
H -1.521 -2.823 4.880
H -1.194 -4.390 4.048
H -3.053 -6.099 4.069
H -4.447 -5.006 3.858
H -4.855 -7.060 5.418
H -5.349 -5.509 5.994
H -2.348 -7.779 6.320
H -3.860 -8.235 7.206
H -2.518 -7.395 8.026
C -5.854 1.003 -4.135
O -4.613 1.028 -3.478
C -3.592 0.379 -4.187
C -2.477 0.008 -3.233
N -1.837 1.165 -2.559
H -0.999 0.746 -2.082
H -1.439 1.800 -3.255
C -2.639 1.958 -1.577
C -1.731 2.977 -0.946
O -1.323 3.887 -1.941
C -0.533 4.950 -1.429
H -6.347 0.023 -4.106
H -5.769 1.166 -5.224
H -6.466 1.808 -3.744
H -3.285 0.998 -5.041
H -3.964 -0.572 -4.597
H -1.693 -0.563 -3.726
H -2.936 -0.619 -2.469
H -2.917 1.279 -0.775
H -3.511 2.412 -2.024
H -0.845 2.533 -0.459
H -2.302 3.437 -0.127
H -0.239 5.629 -2.224
H 0.351 4.558 -0.914
H -1.138 5.535 -0.727
C 3.248 -4.935 -5.825
O 2.376 -4.271 -4.942
C 2.835 -4.269 -3.610
C 1.997 -3.326 -2.796
N 2.159 -1.883 -3.212
H 1.771 -1.359 -2.404
H 3.166 -1.673 -3.208
C 1.586 -1.416 -4.500
C 2.644 -1.365 -5.590
O 3.885 -1.107 -5.029
C 4.892 -0.745 -5.961
H 3.557 -5.911 -5.438
H 4.142 -4.326 -6.018
H 2.759 -5.090 -6.784
H 3.902 -4.011 -3.544
H 2.718 -5.300 -3.249
H 2.249 -3.360 -1.739
H 0.947 -3.576 -2.946
H 1.348 -0.374 -4.275
H 0.705 -1.976 -4.785
H 2.329 -0.635 -6.360
H 2.589 -2.248 -6.242
H 5.822 -0.658 -5.407
H 4.610 0.185 -6.456
H 5.031 -1.545 -6.694
B -4.584 1.949 1.637
F -4.195 3.063 2.402
F -5.535 1.189 2.319
F -5.032 2.380 0.375
F -3.432 1.131 1.419
B 2.392 0.475 5.193
F 1.960 0.544 3.833
F 3.662 -0.098 5.272
F 2.416 1.776 5.710
F 1.444 -0.326 5.874
B 3.248 4.191 0.330
F 4.366 4.260 -0.524
F 2.709 2.860 0.237
F 3.616 4.417 1.648
F 2.250 5.074 -0.112

Calculated values
**F_max**: 0.0424 hartree/bohr
**Net charge**: +1
**DFT total energy**: -100251.881 eV

Results of the Löwdin charge analysis, in e, for atoms 1 through 99: -0.05, -0.55, -0.05, -0.31, 0.07, 0.08, 0.07, 0.12, 0.06, 0.07, 0.05, -0.10, -0.18, -0.18, -0.10, 0.07, 0.13, 0.17, -0.09, -0.20, -0.15, -0.08, 0.09, 0.09, 0.10, 0.14, 0.14, 0.12, 0.13, 0.10, 0.13, 0.12, 0.11, 0.08, 0.07, 0.10, -0.08, -0.24, -0.16, -0.08, 0.06, 0.10, 0.12, -0.10, -0.18, -0.18, -0.10, 0.10, 0.09, 0.09, 0.14, 0.14, 0.12, 0.14, 0.10, 0.11, 0.14, 0.13, 0.10, 0.09, 0.07, -0.06, -0.20, -0.22, -0.07, 0.06, 0.17, 0.19, -0.09, -0.21, -0.20, -0.05, 0.10, 0.09, 0.07, 0.15, 0.12, 0.13, 0.15, 0.14, 0.13, 0.14, 0.14, 0.09, 0.10, 0.10, -0.09, -0.19, -0.22, -0.10, 0.06, 0.11, 0.16, -0.09, -0.21, -0.20, -0.07, 0.09, 0.09